# 1
The following is a quantum chemistry calculation of a structure of composition C18H32BeN2O8, from the OMol25 dataset.

```
61
Properties=species:S:1:pos:R:3:lowdin_spin:R:1
Be -1.211 -0.176 0.841 0.00
C 1.608 1.303 -4.719 0.38
C 2.897 1.918 -4.279 0.02
C 3.248 1.558 -2.756 0.00
O 4.344 1.899 -2.409 -0.01
C 2.234 1.026 -1.920 0.06
C 0.982 0.668 -2.491 -0.01
C 0.698 0.710 -3.950 0.05
O -0.296 0.096 -4.486 0.36
O 0.033 0.350 -1.640 -0.01
O 3.687 2.539 -5.010 0.15
H 1.456 1.401 -5.784 0.01
H 2.319 1.081 -0.845 0.00
C 4.718 1.898 0.604 0.00
O 3.527 2.246 1.379 0.00
C 3.317 1.262 2.382 0.00
C 1.772 0.958 2.462 0.00
N 1.248 -0.005 1.471 0.00
C 1.549 -1.400 1.796 0.00
C 1.263 -2.377 0.627 0.00
O -0.117 -2.589 0.628 0.00
C -0.474 -3.412 -0.447 0.00
H 4.822 2.750 -0.068 0.00
H 4.749 1.044 -0.073 0.00
H 5.639 1.865 1.187 0.00
H 3.734 1.792 3.238 0.00
H 3.993 0.412 2.474 0.00
H 1.144 1.847 2.407 0.00
H 1.625 0.517 3.447 0.00
H 1.721 0.285 0.627 0.00
H 0.938 -1.671 2.657 0.00
H 2.613 -1.481 2.015 0.00
H 1.675 -3.365 0.834 0.00
H 1.735 -2.011 -0.284 0.00
H 0.157 -4.214 -0.831 0.00
H -0.738 -2.849 -1.342 0.00
H -1.404 -3.841 -0.076 0.00
C -2.224 -3.008 2.970 0.00
O -2.446 -2.177 1.792 0.00
C -3.691 -2.336 1.028 0.00
C -4.278 -0.880 0.579 0.00
N -3.344 -0.380 -0.450 0.00
C -3.695 0.868 -1.007 0.00
C -3.330 2.131 -0.074 0.00
O -1.880 2.083 0.131 0.00
C -1.082 3.150 -0.297 0.00
H -2.926 -2.870 3.793 0.00
H -1.160 -3.135 3.167 0.00
H -2.417 -4.044 2.694 0.00
H -4.297 -2.964 1.681 0.00
H -3.580 -2.972 0.150 0.00
H -4.278 -0.300 1.502 0.00
H -5.280 -1.109 0.217 0.00
H -3.413 -1.101 -1.153 0.00
H -4.764 0.828 -1.216 0.00
H -3.111 0.916 -1.926 0.00
H -3.918 2.012 0.836 0.00
H -3.791 2.925 -0.663 0.00
H -1.252 3.310 -1.362 0.00
H -0.013 2.942 -0.338 0.00
H -1.033 4.077 0.274 0.00
```

Calculated values
Net charge: +1
Highest occupied orbital energy (alpha / beta) in eV: -10.15 / -10.09
Max |F| in Eh/bohr: 0.110
Energy in a.u.: -1430.66966
Spin multiplicity: 2
Frontier orbital gap (alpha / beta) in eV: 4.73 / 4.68
⟨S²⟩: 0.788

***

# 2
The following is a quantum chemistry calculation of a cluster of 7 separate species, C18H32Br10O6 in total, from the OMol25 dataset.

```
66
Properties=species:S:1:pos:R:3:nbo_charge:R:1
Br -0.844 -2.260 -3.256 -0.06
C -0.326 -0.411 -2.478 -0.39
C -1.536 0.272 -1.899 -0.46
Br -0.967 1.914 -1.018 0.00
H -0.010 0.223 -3.307 0.22
H 0.501 -0.470 -1.771 0.23
H -2.090 -0.353 -1.200 0.23
H -2.343 0.494 -2.598 0.23
Br 4.535 1.898 -1.602 -0.03
C 5.192 3.543 -0.688 -0.42
C 4.221 4.590 -1.019 -0.44
Br 4.629 6.146 0.104 -0.02
H 6.197 3.789 -1.032 0.23
H 5.241 3.400 0.392 0.23
H 3.207 4.288 -0.757 0.23
H 4.217 4.965 -2.042 0.23
Br -3.970 7.149 -2.002 -0.05
C -2.486 8.478 -1.741 -0.41
C -1.418 7.946 -0.761 -0.46
Br -0.086 9.340 -0.384 0.00
H -2.925 9.411 -1.387 0.23
H -2.150 8.610 -2.770 0.23
H -0.910 7.073 -1.172 0.22
H -1.806 7.526 0.167 0.24
Br -2.279 -5.465 2.155 -0.04
C -3.494 -4.209 3.169 -0.41
C -2.854 -2.770 3.188 -0.42
Br -4.196 -1.470 3.968 -0.03
H -3.750 -4.614 4.148 0.23
H -4.445 -4.194 2.636 0.22
H -2.405 -2.377 2.276 0.23
H -2.016 -2.880 3.876 0.22
Br -6.604 -2.098 -1.722 -0.03
C -7.040 -2.994 -3.430 -0.43
C -7.263 -4.474 -3.247 -0.43
Br -7.713 -5.316 -5.008 -0.02
H -6.298 -2.699 -4.172 0.23
H -7.935 -2.469 -3.764 0.22
H -8.104 -4.518 -2.556 0.23
H -6.379 -4.959 -2.833 0.23
C 2.860 1.680 4.199 -0.65
C 1.732 2.388 3.504 0.06
C 0.354 2.005 3.965 -0.09
O -0.224 3.230 4.190 -0.48
C 0.603 4.256 3.988 0.97
O 0.289 5.431 4.084 -0.59
O 1.792 3.816 3.738 -0.47
H 3.082 2.167 5.148 0.23
H 3.822 1.875 3.724 0.23
H 2.751 0.604 4.330 0.23
H 1.765 2.272 2.421 0.18
H 0.425 1.484 4.920 0.18
H -0.101 1.330 3.241 0.20
C 3.447 -5.664 -2.870 -0.62
C 3.299 -5.813 -1.352 0.07
C 4.548 -6.297 -0.570 -0.10
O 4.646 -5.453 0.490 -0.47
C 3.810 -4.411 0.343 0.97
O 3.732 -3.435 1.076 -0.58
O 3.029 -4.582 -0.784 -0.49
H 3.828 -6.582 -3.316 0.22
H 4.180 -4.862 -2.957 0.22
H 2.517 -5.393 -3.370 0.23
H 2.461 -6.477 -1.137 0.17
H 5.419 -6.292 -1.226 0.17
H 4.635 -7.333 -0.241 0.20
```

Calculated values
SMILES: C[C@H]1COC(=O)O1.C[C@H]1COC(=O)O1.BrCCBr.BrCCBr.BrCCBr.BrCCBr.BrCCBr
Highest occupied orbital energy in eV: -10.24
Max |F| in Eh/bohr: 0.070
Energy in a.u.: -26896.61528
Frontier orbital gap in eV: 10.29
Energy relative to the best compared isomer or geometry (same formula, charge and spin) in eV: 1.988

***

# 3
The following is a quantum chemistry calculation of a structure of composition C18H32CoO6S2Sb, from the OMol25 dataset.

```
60
Properties=species:S:1:pos:R:3:lowdin_spin:R:1
Co 0.000 0.000 0.000 2.54
O 0.315 1.877 -3.027 0.00
S 0.167 2.551 -1.740 0.01
O -0.395 3.905 -1.873 0.00
O -0.434 1.813 -0.641 0.03
C 1.879 2.894 -1.255 0.00
C 2.374 4.161 -1.647 0.00
C 3.647 4.598 -1.277 0.00
C 4.451 3.778 -0.500 0.00
C 3.978 2.523 -0.110 0.00
C 2.692 2.063 -0.482 0.00
S 2.289 0.370 0.020 0.01
O 1.668 -0.249 -1.141 0.06
O 3.615 -0.200 0.305 0.01
O 1.491 0.557 1.227 0.07
H 1.745 4.813 -2.249 0.00
H 3.995 5.575 -1.593 0.00
H 5.442 4.098 -0.198 0.00
H 4.619 1.883 0.492 0.00
C -1.491 1.766 4.669 0.00
C -2.617 1.469 3.669 0.06
C -3.779 0.793 4.425 0.01
C -3.119 2.802 3.094 0.00
Sb -1.733 0.284 1.977 0.08
C -0.953 -1.608 2.873 0.00
C -0.742 -2.671 1.785 0.03
C 0.432 -1.271 3.459 0.00
C -1.845 -2.184 3.975 0.00
C -3.388 -0.054 0.513 -0.01
C -3.036 -1.207 -0.437 0.02
C -4.742 -0.337 1.168 0.00
C -3.485 1.228 -0.336 0.00
H -1.849 2.436 5.482 0.00
H -0.636 2.260 4.159 0.00
H -1.137 0.833 5.144 0.00
H -4.144 1.458 5.238 0.00
H -3.484 -0.153 4.898 0.00
H -4.641 0.582 3.778 0.00
H -3.479 3.472 3.904 0.00
H -3.967 2.632 2.405 0.00
H -2.304 3.320 2.544 0.00
H -0.133 -2.263 0.949 0.02
H -1.705 -3.038 1.405 0.00
H -0.217 -3.558 2.201 0.00
H 1.100 -0.872 2.664 0.00
H 0.913 -2.173 3.897 0.00
H 0.365 -0.505 4.253 0.00
H -2.870 -2.362 3.589 0.00
H -1.870 -1.499 4.840 0.00
H -1.428 -3.143 4.350 0.00
H -3.062 -2.171 0.090 0.00
H -2.034 -1.051 -0.892 0.02
H -3.785 -1.283 -1.255 0.00
H -4.671 -1.215 1.844 0.00
H -5.513 -0.540 0.394 0.00
H -5.089 0.551 1.723 0.00
H -2.514 1.432 -0.836 0.00
H -3.735 2.108 0.282 0.00
H -4.267 1.129 -1.120 0.00
H 0.288 -1.497 0.468 0.03
```

Calculated values
Net charge: -1
Highest occupied orbital energy (alpha / beta) in eV: -3.68 / -5.10
Max |F| in Eh/bohr: 0.139
Energy in a.u.: -3575.83023
Spin multiplicity: 4
Frontier orbital gap (alpha / beta) in eV: 6.31 / 7.70
⟨S²⟩: 3.776
Energy relative to the best compared isomer or geometry (same formula, charge and spin) in eV: 0.735

***

Copy entry 1 word for word.
The following is a quantum chemistry calculation of a structure of composition C18H32BeN2O8, from the OMol25 dataset.

```
61
Properties=species:S:1:pos:R:3:lowdin_spin:R:1
Be -1.211 -0.176 0.841 0.00
C 1.608 1.303 -4.719 0.38
C 2.897 1.918 -4.279 0.02
C 3.248 1.558 -2.756 0.00
O 4.344 1.899 -2.409 -0.01
C 2.234 1.026 -1.920 0.06
C 0.982 0.668 -2.491 -0.01
C 0.698 0.710 -3.950 0.05
O -0.296 0.096 -4.486 0.36
O 0.033 0.350 -1.640 -0.01
O 3.687 2.539 -5.010 0.15
H 1.456 1.401 -5.784 0.01
H 2.319 1.081 -0.845 0.00
C 4.718 1.898 0.604 0.00
O 3.527 2.246 1.379 0.00
C 3.317 1.262 2.382 0.00
C 1.772 0.958 2.462 0.00
N 1.248 -0.005 1.471 0.00
C 1.549 -1.400 1.796 0.00
C 1.263 -2.377 0.627 0.00
O -0.117 -2.589 0.628 0.00
C -0.474 -3.412 -0.447 0.00
H 4.822 2.750 -0.068 0.00
H 4.749 1.044 -0.073 0.00
H 5.639 1.865 1.187 0.00
H 3.734 1.792 3.238 0.00
H 3.993 0.412 2.474 0.00
H 1.144 1.847 2.407 0.00
H 1.625 0.517 3.447 0.00
H 1.721 0.285 0.627 0.00
H 0.938 -1.671 2.657 0.00
H 2.613 -1.481 2.015 0.00
H 1.675 -3.365 0.834 0.00
H 1.735 -2.011 -0.284 0.00
H 0.157 -4.214 -0.831 0.00
H -0.738 -2.849 -1.342 0.00
H -1.404 -3.841 -0.076 0.00
C -2.224 -3.008 2.970 0.00
O -2.446 -2.177 1.792 0.00
C -3.691 -2.336 1.028 0.00
C -4.278 -0.880 0.579 0.00
N -3.344 -0.380 -0.450 0.00
C -3.695 0.868 -1.007 0.00
C -3.330 2.131 -0.074 0.00
O -1.880 2.083 0.131 0.00
C -1.082 3.150 -0.297 0.00
H -2.926 -2.870 3.793 0.00
H -1.160 -3.135 3.167 0.00
H -2.417 -4.044 2.694 0.00
H -4.297 -2.964 1.681 0.00
H -3.580 -2.972 0.150 0.00
H -4.278 -0.300 1.502 0.00
H -5.280 -1.109 0.217 0.00
H -3.413 -1.101 -1.153 0.00
H -4.764 0.828 -1.216 0.00
H -3.111 0.916 -1.926 0.00
H -3.918 2.012 0.836 0.00
H -3.791 2.925 -0.663 0.00
H -1.252 3.310 -1.362 0.00
H -0.013 2.942 -0.338 0.00
H -1.033 4.077 0.274 0.00
```

Calculated values
Net charge: +1
Highest occupied orbital energy (alpha / beta) in eV: -10.15 / -10.09
Max |F| in Eh/bohr: 0.110
Energy in a.u.: -1430.66966
Spin multiplicity: 2
Frontier orbital gap (alpha / beta) in eV: 4.73 / 4.68
⟨S²⟩: 0.788

***

Which value of energy does entry 2 give? -26896.61528 a.u.

***

Among the records above, which one has the lowest energy? C18H32Br10O6